# 1
Computed, not measured: an isolated molecule of C18H22ClFN6O2 in a non-equilibrium geometry, with ωB97M-V with the def2-TZVPD basis set.

Element x y z (Å)
C: 0.744 -2.259 5.063
C: -0.144 -1.634 3.950
C: -1.284 -0.838 4.615
O: 0.620 -0.618 3.212
C: -0.655 -2.699 3.020
F: 0.336 -3.271 2.299
C: -1.722 -2.261 2.045
N: -1.387 -1.261 1.012
C: -1.924 -0.018 0.823
O: -2.800 0.484 1.544
C: -1.192 0.811 -0.196
C: -2.033 1.100 -1.297
N: -1.588 1.756 -2.365
C: -0.357 2.137 -2.341
N: 0.041 2.878 -3.409
C: 1.289 2.743 -3.939
N: 1.774 3.930 -4.175
C: 3.029 4.078 -4.691
N: 3.918 3.090 -4.693
C: 3.330 1.854 -4.548
C: 2.000 1.617 -4.153
Cl: 1.352 -0.015 -3.912
C: 0.478 1.973 -1.283
C: 0.068 1.188 -0.189
N: 0.961 1.071 0.927
C: 1.780 2.150 1.415
C: 3.117 2.372 0.799
C: 3.071 1.676 2.164
H: 0.042 -2.717 5.795
H: 1.482 -3.080 4.702
H: 1.428 -1.578 5.574
H: -2.119 -1.410 4.923
H: -1.645 -0.092 3.816
H: -0.876 -0.198 5.411
H: 1.332 -1.079 2.804
H: -1.164 -3.420 3.566
H: -2.610 -1.875 2.653
H: -1.972 -3.274 1.487
H: -0.833 -1.665 0.238
H: -3.054 0.767 -1.379
H: -0.265 3.783 -3.418
H: 3.231 5.108 -4.892
H: 3.953 0.985 -4.724
H: 1.381 2.573 -1.197
H: 0.515 0.573 1.728
H: 1.323 3.079 1.744
H: 3.568 3.343 0.717
H: 3.303 1.788 -0.119
H: 3.528 2.240 2.957
H: 3.087 0.575 2.375

As for the energy above the lowest of the compared OMol25 structures with the same formula, charge and spin: 0.0 kcal/mol. The value obtained for the total energy is -47296.575 eV. The value obtained for the largest force on an atom is 0.120 hartree/bohr. The HOMO energy comes out at -8.85 eV. The value obtained for the orbital gap is 9.30 eV. For the molar mass, the calculation gives 408.9 g mol⁻¹.

=====

# 2
Computed, not measured: an isolated molecule of C18H22ClN5O3S in a non-equilibrium geometry, with ωB97M-V with the def2-TZVPD basis set.

Element x y z (Å)
C: -3.045 -3.595 -0.718
C: -2.033 -2.499 -1.037
N: -1.939 -1.545 0.037
C: -1.226 -1.613 1.203
C: -0.233 -2.669 1.555
N: 1.105 -2.120 1.420
C: 1.615 -1.872 0.187
O: 1.095 -2.320 -0.822
C: 2.865 -1.067 0.143
C: 3.704 -1.242 -0.955
C: 4.865 -0.508 -1.084
C: 5.183 0.428 -0.112
Cl: 6.628 1.357 -0.262
C: 4.350 0.633 0.977
C: 3.195 -0.115 1.103
N: -1.414 -0.531 1.908
N: -2.260 0.269 1.242
C: -2.567 -0.336 0.128
S: -3.536 0.299 -1.162
C: -3.801 2.013 -0.605
C: -2.735 2.679 0.262
O: -3.088 3.215 1.291
N: -1.470 2.763 -0.201
C: -0.922 2.275 -1.445
C: 0.234 1.302 -1.161
O: 1.210 1.884 -0.334
C: 0.646 2.313 0.890
C: -0.453 3.348 0.653
H: -4.033 -3.166 -0.571
H: -3.091 -4.298 -1.545
H: -2.763 -4.134 0.184
H: -2.345 -1.951 -1.930
H: -1.035 -2.911 -1.212
H: -0.375 -2.993 2.586
H: -0.324 -3.520 0.877
H: 1.471 -1.622 2.215
H: 3.425 -1.967 -1.704
H: 5.517 -0.650 -1.932
H: 4.602 1.378 1.715
H: 2.544 0.082 1.942
H: -3.951 2.584 -1.524
H: -4.721 2.024 -0.020
H: -1.679 1.782 -2.052
H: -0.523 3.133 -2.002
H: 0.739 1.027 -2.088
H: -0.157 0.389 -0.690
H: 1.466 2.744 1.466
H: 0.218 1.458 1.434
H: -0.926 3.636 1.591
H: -0.032 4.230 0.157

As for the energy above the lowest of the compared OMol25 structures with the same formula, charge and spin: 1.4 kcal/mol. The value obtained for the total energy is -55974.424 eV. The value obtained for the largest force on an atom is 0.023 hartree/bohr. The HOMO energy comes out at -8.57 eV. The value obtained for the orbital gap is 8.99 eV. For the molar mass, the calculation gives 423.9 g mol⁻¹.

=====

# 3
Computed, not measured: a structure of composition C18H22F6N2NiO4 in a non-equilibrium geometry, with ωB97M-V with the def2-TZVPD basis set.

Element x y z (Å)
Ni: 0.035 0.040 0.234
C: -1.815 1.875 -0.565
O: -2.091 0.814 0.354
O: -0.502 1.681 -0.842
C: -2.709 1.875 -1.814
F: -3.973 2.173 -1.467
F: -2.351 2.805 -2.694
F: -2.703 0.714 -2.453
C: -3.284 0.909 1.130
C: -3.360 -0.336 1.992
H: -2.630 -0.279 2.803
H: -4.323 -0.379 2.511
H: -3.251 -1.248 1.418
H: -4.207 0.917 0.544
H: -3.258 1.792 1.776
H: -1.976 2.850 -0.083
C: -0.619 -2.544 -0.129
O: -0.461 -1.588 -1.182
O: -0.340 -1.824 0.990
C: -2.000 -3.215 -0.273
F: -2.484 -3.689 0.897
F: -2.907 -2.330 -0.747
F: -1.950 -4.260 -1.129
C: -0.121 -2.074 -2.477
C: 0.132 -0.878 -3.394
H: 0.214 -1.251 -4.416
H: -0.680 -0.154 -3.408
H: 1.033 -0.368 -3.061
H: -0.978 -2.626 -2.874
H: 0.729 -2.762 -2.493
H: 0.175 -3.301 -0.227
N: 0.748 1.051 1.908
C: 0.690 0.621 3.167
C: 1.226 1.281 4.261
C: 1.802 2.522 4.093
C: 1.838 3.040 2.790
C: 1.367 2.245 1.770
H: 0.177 -0.310 3.384
H: 1.057 0.833 5.230
H: 2.197 3.079 4.932
H: 2.346 3.951 2.512
H: 1.519 2.555 0.743
N: 1.992 -0.072 -0.512
C: 2.619 -1.249 -0.398
C: 3.738 -1.609 -1.116
C: 4.473 -0.596 -1.731
C: 3.918 0.675 -1.798
C: 2.656 0.846 -1.226
H: 2.219 -1.981 0.299
H: 4.095 -2.624 -1.211
H: 5.440 -0.827 -2.160
H: 4.391 1.466 -2.359
H: 2.150 1.766 -1.499

The value obtained for the total energy is -87541.920 eV. The value obtained for the largest force on an atom is 0.047 hartree/bohr. The HOMO energy (alpha / beta) comes out at -8.60 / -8.48 eV. The value obtained for the orbital gap (alpha / beta) is 8.68 / 8.58 eV. Its multiplicity is 3. For the molar mass, the calculation gives 503.1 g mol⁻¹.